C2H5NO2S | the ωB97M-V functional and the def2-TZVPD basis

As for the energy relative to the best compared isomer or geometry (same formula, charge and spin): 471.2 kJ/mol. Its LUMO energy is -0.017 hartree. The total energy comes out at -682.46011 a.u. The highest occupied orbital energy is -9.4079 eV.

```
11
Properties=species:S:1:pos:R:3:forces:R:3
C -1.189 -0.617 0.367 -3.52 -1.90 -3.40
C -1.308 0.561 0.893 0.29 1.39 -0.39
N 1.043 -0.405 -0.709 1.06 -1.04 -0.11
O 3.007 0.386 0.660 1.11 0.25 0.69
O 1.216 0.581 -1.684 -1.73 -0.93 0.27
S 2.002 -0.634 0.512 -1.38 1.31 -2.60
H -0.897 -1.520 0.860 0.57 -0.21 0.19
H -1.759 -0.797 -0.674 1.56 0.15 2.28
H -1.735 1.341 0.200 0.61 -0.36 1.62
H -0.750 0.653 1.822 -0.59 1.09 0.10
H 0.369 0.452 -2.248 2.02 0.25 1.35
```
Forces are in eV/Å.

Atom charges from the Mulliken analysis, given in e for atoms 1 to 5: atom 1 (C): -0.73, atom 2 (C): -0.30, atom 3 (N): -0.04, atom 4 (O): -0.47, atom 5 (O): -0.35